Below is C39H52FeN7O2SbSi3 as an isolated structure, with properties calculated with ωB97M-V/def2-TZVPD.

Geometry as XYZ:
```
105
Properties=species:S:1:pos:R:3:lowdin_charge:R:1
C 5.16512 -0.28393 -4.47702 -0.188
C 3.26682 -2.18190 -0.58148 -0.036
H -4.65802 -2.76176 4.71483 0.114
H -2.21785 4.23678 2.56059 0.037
N 2.25552 -0.08420 5.10121 0.010
C 1.58383 -0.64906 0.15185 -0.145
C -2.11290 -4.97625 2.98525 0.015
C -1.44175 -0.51588 8.01043 -0.070
C 0.24603 2.65263 0.54686 -0.414
H 6.04419 0.34056 -4.43266 0.023
H 2.68770 -1.86645 1.52891 0.098
H 3.14709 -1.29932 -6.02008 0.019
H -2.15809 -5.98919 4.86817 0.113
H -1.34690 -5.54846 2.47319 0.117
H 1.95925 -2.59363 -5.77353 0.013
H -1.97771 3.88874 -1.88057 -0.052
N 1.32727 -0.22531 -1.12030 -0.055
H 5.08985 1.07029 -1.85403 0.024
H 1.43558 0.27529 9.62610 0.102
C -0.60594 -0.17615 9.07950 -0.050
O 0.14015 -0.26460 4.13970 0.057
H 3.89275 -3.04629 -0.45468 0.097
H -3.97286 -4.40243 -0.31550 0.131
H -1.03974 -1.05084 -3.76402 0.004
C -2.68908 3.97408 1.58203 -0.190
C 0.77788 2.51769 1.89582 -0.020
C 2.13676 -0.62829 -2.19219 -0.380
H -4.15669 2.42437 -0.85821 0.030
H -3.06636 0.68495 -2.89208 0.110
H 1.01291 -0.17138 0.94941 0.099
C 2.92556 3.33190 1.02605 -0.085
C -0.41615 -1.50803 -4.57039 -0.181
C 1.30449 -0.19231 7.54982 -0.029
H 3.50403 1.43540 -6.34002 0.051
H -1.51000 -1.75611 0.08506 0.122
C -2.64668 -3.84020 2.35283 -0.287
H 2.63576 2.49238 2.98921 0.087
H 4.65733 2.49712 -5.55616 0.041
H -0.59930 0.99558 -5.70422 0.010
H 0.20360 1.98708 2.66038 0.084
H -2.24752 4.71636 0.90149 0.029
N 1.01436 3.28077 -0.40387 -0.083
Si 3.76422 0.86235 -3.94771 0.411
C 0.37173 -0.35234 6.45054 -0.179
H 5.35837 -1.12511 -3.82179 0.017
H -4.97784 1.87554 0.71218 0.049
C -3.91950 -3.37422 4.17799 -0.174
H 3.51522 1.61902 -1.52789 -0.014
Sb 0.34010 2.39708 -2.53873 1.384
C -2.17521 -1.56542 -0.77126 -0.046
C -2.43407 -3.69126 0.96256 -0.058
C -0.91280 1.89240 0.10987 -0.289
N -3.42360 -2.96185 3.01644 0.144
H 0.85201 1.94159 -5.50626 -0.036
H -0.86519 5.01129 -2.72388 -0.013
H -1.83080 3.81272 -3.64922 -0.034
H 3.99219 3.49436 1.14449 0.102
C -0.99537 -0.51975 6.67423 0.003
C -1.30069 3.99590 -2.71714 -0.350
H 4.98321 -0.61069 -5.46388 -0.007
H -1.05168 -1.43788 -5.45732 0.039
O 2.74492 -0.15670 3.97565 0.012
C 0.48091 1.01378 -5.93900 -0.205
H -0.26262 -2.51858 -4.33043 0.011
C 3.06866 -1.66598 -1.87141 -0.028
H 3.68383 -2.08764 -2.63864 0.090
C -3.23653 -3.61547 -0.12686 -0.027
Si 1.10914 -0.54418 -4.97431 0.387
C -3.05688 -0.29936 -2.50152 -0.124
H -0.98279 -0.04012 10.06509 0.093
C 2.14772 2.82120 2.08414 -0.057
N -3.59972 -4.54362 4.79584 0.071
C -2.62802 1.02369 2.49271 -0.187
H -3.24422 0.11619 2.29127 0.031
Si -2.56331 2.18010 1.03207 0.421
H 2.45852 -0.36677 7.33882 0.148
Fe -0.43120 0.52122 -1.19467 0.315
H -4.27886 -3.33509 -2.79764 0.122
H -4.07666 0.72705 -0.27368 0.006
N -2.08119 -0.50315 -1.57909 -0.052
H 3.00158 2.76770 -5.23128 0.003
C 0.79673 -0.02570 8.80772 -0.083
H -4.47754 -1.20474 -3.91387 0.126
H -2.47744 -0.77983 8.16841 0.102
H -1.57251 0.77372 2.66270 -0.016
H -1.43922 -3.41833 0.67667 0.107
C 3.70091 1.98608 -5.39631 -0.190
C -3.85538 -1.30724 -3.02332 -0.035
C -3.80766 -2.47745 -2.32346 0.004
C -4.09321 1.78486 0.03228 -0.192
H 0.58422 0.93230 -7.05712 0.043
C 2.53902 -1.57061 0.48126 -0.074
C -3.03302 -2.62487 -1.12425 -0.174
N 0.85315 -0.19190 5.13491 -0.211
H -1.65356 -0.68811 5.82420 0.115
H -3.75637 4.18575 1.76505 0.027
H -3.01532 1.55002 3.42022 0.052
H 4.63847 2.78302 -2.37700 0.051
C 4.29776 1.69005 -2.29223 -0.175
C 2.16725 -0.02408 -3.49541 -0.425
H 1.77989 -1.53297 -7.21161 0.027
C -2.63768 -5.22317 4.25292 -0.167
H 2.98918 3.92547 -0.98221 0.116
C 2.06871 -1.60269 -6.16753 -0.178
C 2.30973 3.51243 -0.19000 -0.201
```

Gap between HOMO and LUMO (spin up / spin down) in eV: 4.62 / 3.51
⟨S²⟩: 6.49
Energy relative to the best compared isomer or geometry (same formula, charge and spin) in kcal/mol: 0.0
HOMO level (spin up / spin down) in eV: -5.7 / -5.7
Multiplicity: 5